No. 1
DFT (wB97M-V/def2-TZVPD) results for 2 unconnected molecules or ions with the total composition C4H13N3O in a non-equilibrium geometry.

The geometry in XYZ format:
```
21
Properties=species:S:1:pos:R:3:forces:R:3
H 0.063 1.325 -1.013 0.1 -0.4 0.2
N -0.821 1.320 -1.514 0.7 1.1 0.3
C -1.761 0.712 -0.941 -1.1 -1.0 -1.0
N -1.816 -0.161 0.121 0.3 -0.6 1.0
C -1.081 0.026 1.352 0.2 0.2 0.0
N -2.996 -0.920 0.226 -1.0 0.5 -0.1
H -2.717 0.745 -1.458 -0.2 -0.2 0.0
H -0.175 0.590 1.151 0.1 -0.1 0.0
H -1.653 0.590 2.099 -0.2 -0.1 0.0
H -0.824 -0.950 1.774 0.1 0.1 0.0
H -3.709 -0.407 0.748 0.1 0.0 0.0
H -2.888 -1.813 0.705 0.6 0.3 -0.3
C 2.087 -1.140 -0.383 -0.2 0.5 0.2
C 2.514 0.300 -0.584 0.4 0.6 0.9
O 1.801 1.151 0.386 0.3 -0.7 -1.0
H 2.149 -1.407 0.671 0.2 0.0 0.0
H 2.735 -1.796 -0.961 -0.1 -0.1 -0.1
H 1.047 -1.256 -0.679 -0.1 -0.2 -0.2
H 3.584 0.416 -0.363 -0.1 -0.1 -0.1
H 2.366 0.612 -1.624 -0.3 0.1 0.2
H 2.094 2.064 0.289 0.1 -0.1 -0.1
```
Forces are in eV/Å.

frontier orbital gap: 9.3 eV
multiplicity: 1
HOMO: -8.48 eV
relative energy (zero: lowest compared OMol25 entry of this formula, charge and spin): 66.0 kcal per mole
structure (SMILES): [H]/N=C\N(C)N.CCO



No. 2
DFT (wB97M-V/def2-TZVPD) results for 3 unconnected molecules or ions with the total composition C4H13N3O2 in a non-equilibrium geometry.

The geometry in XYZ format:
```
22
Properties=species:S:1:pos:R:3:forces:R:3
C 0.721 1.155 -0.358 0.6 -1.1 0.0
C -1.266 1.200 1.154 -0.1 -0.5 1.1
C -1.123 0.489 2.326 -0.9 0.9 -0.5
N 0.366 1.093 -1.771 -0.1 0.2 -0.1
H 0.992 0.465 -2.260 0.0 0.0 0.0
H 0.434 1.997 -2.227 0.1 -0.1 0.0
H 0.497 2.146 0.021 -0.3 -0.1 0.1
H 1.785 1.016 -0.149 0.1 0.0 -0.1
H -1.786 0.791 0.300 0.1 -0.1 0.0
H -1.097 2.267 1.144 0.1 -0.1 0.0
H -0.872 1.015 3.240 0.2 0.0 -0.1
H 0.086 -0.351 1.957 1.2 -0.8 -0.9
H -1.680 -0.436 2.450 0.2 -0.1 -0.1
C 0.650 -1.017 0.199 -0.5 1.5 -0.7
N -0.802 -1.569 -1.570 0.1 0.1 0.4
N 1.667 -1.415 -0.636 0.1 0.0 0.0
O -0.627 -1.422 -0.137 -0.1 -0.1 -0.3
O 0.866 -1.017 1.469 -0.6 0.4 1.0
H -1.005 -0.619 -1.895 0.0 -0.1 0.1
H -1.652 -2.124 -1.618 0.1 0.0 0.0
H 1.365 -1.885 -1.478 0.0 -0.1 0.2
H 2.479 -1.779 -0.164 0.0 0.0 0.0
```
Forces are in eV/Å.

frontier orbital gap (alpha / beta): 7.6 / 7.6 eV
multiplicity: 1
HOMO (alpha / beta): -6.70 / -6.70 eV
relative energy (zero: lowest compared OMol25 entry of this formula, charge and spin): 148.5 kcal per mole



No. 3
DFT (wB97M-V/def2-TZVPD) results for a molecular structure, C4H13N3O3PdS2.

The geometry in XYZ format:
```
26
Properties=species:S:1:pos:R:3:forces:R:3
Pd 0.340 0.143 -1.233 0.0 0.1 0.1
N 2.246 -0.488 -0.781 -0.1 -0.2 0.0
C 2.301 -0.315 0.688 0.0 0.1 0.0
C 1.230 -1.174 1.355 0.0 0.0 0.0
N -0.036 -1.112 0.598 -0.1 0.1 -0.4
C -1.280 -0.923 1.374 0.0 0.0 0.1
C -2.232 -0.012 0.622 -0.1 0.0 0.0
N -2.495 -0.555 -0.709 0.0 -0.2 0.1
H 2.831 0.194 -1.258 0.0 0.0 0.0
H 2.539 -1.414 -1.076 0.0 0.0 0.0
H 3.292 -0.551 1.082 0.0 0.0 0.0
H 2.088 0.739 0.871 0.0 0.0 0.0
H 1.567 -2.211 1.452 0.0 0.0 0.0
H 1.066 -0.798 2.364 0.0 0.0 0.0
H -0.129 -1.951 0.040 -0.1 0.0 0.1
H -1.756 -1.888 1.575 0.1 0.0 0.0
H -1.028 -0.477 2.336 0.0 0.0 0.0
H -3.135 0.142 1.225 0.0 0.0 0.0
H -1.750 0.957 0.494 -0.1 0.0 0.0
H -3.224 -1.255 -0.688 -0.1 0.0 0.0
H -2.762 0.176 -1.354 0.0 0.0 0.0
O -1.161 1.769 -1.514 0.2 -0.3 0.1
S -0.017 2.732 -1.706 0.5 0.4 0.2
O -0.353 3.940 -2.393 -0.3 -0.1 -0.2
O 0.737 2.892 -0.472 -0.2 0.0 0.0
S 1.122 1.438 -2.893 0.0 0.1 -0.2
```
Forces are in eV/Å.

frontier orbital gap: 7.8 eV
multiplicity: 1
HOMO: -8.30 eV
relative energy (zero: lowest compared OMol25 entry of this formula, charge and spin): 13.0 kcal per mole



No. 4
DFT (wB97M-V/def2-TZVPD) results for 2 unconnected molecules or ions with the total composition C4H13N3S.

The geometry in XYZ format:
```
21
Properties=species:S:1:pos:R:3:forces:R:3
H -2.668 1.967 -0.860 0.2 0.0 0.1
N -1.868 1.342 -0.791 -0.1 0.0 -0.1
C -2.275 0.155 -0.564 0.0 0.4 0.0
N -1.418 -0.892 -0.383 -0.1 0.0 -0.1
C -1.823 -2.223 -0.801 0.4 -0.2 -0.1
H -3.333 -0.086 -0.444 0.0 -0.2 -0.1
H -0.466 -0.655 -0.647 -0.1 0.0 0.0
H -1.219 -2.959 -0.270 -0.1 0.0 0.0
H -2.870 -2.418 -0.583 -0.1 0.2 0.1
H -1.663 -2.372 -1.875 -0.1 0.0 0.0
N 1.977 0.692 2.364 -0.1 -0.2 0.1
C 1.927 0.126 1.025 -0.1 0.5 -0.5
C 1.556 1.251 0.046 0.1 -0.1 0.1
S 1.904 0.750 -1.689 -0.5 0.2 0.3
H 1.950 -0.029 3.074 0.1 0.1 0.0
H 2.805 1.256 2.502 0.0 -0.1 0.0
H 1.141 -0.627 0.989 0.0 -0.1 0.1
H 2.856 -0.348 0.681 0.0 0.0 0.2
H 0.504 1.512 0.151 0.0 -0.1 -0.1
H 2.123 2.144 0.306 0.2 0.0 -0.2
H 0.858 1.413 -2.230 0.2 -0.2 0.1
```
Forces are in eV/Å.

frontier orbital gap: 9.8 eV
multiplicity: 1
HOMO: -8.90 eV
relative energy (zero: lowest compared OMol25 entry of this formula, charge and spin): 19.4 kcal per mole
structure (SMILES): [H]/N=C/NC.NCCS



No. 5
DFT (wB97M-V/def2-TZVPD) results for 2 unconnected molecules or ions with the total composition C4H13N4 in a non-equilibrium geometry.

The geometry in XYZ format:
```
21
Properties=species:S:1:pos:R:3:forces:R:3
C -0.153 -0.485 2.897 0.1 0.3 0.0
N 0.586 -2.037 -0.332 0.3 0.3 0.1
C 0.714 -1.369 0.795 -0.9 0.8 -0.5
N -0.211 -1.346 1.718 0.3 -0.1 -0.4
H -0.787 0.394 2.781 -0.2 -0.1 -0.1
H 0.865 -0.119 3.007 0.0 -0.2 0.2
H -0.461 -1.046 3.770 0.1 0.0 0.1
H -0.279 -2.502 -0.547 -0.1 -0.3 -0.1
H 1.182 -1.814 -1.117 0.1 -0.1 0.1
H 1.522 -0.654 0.881 0.4 -0.5 0.2
H -1.080 -1.804 1.470 -0.1 -0.1 0.5
C -1.618 1.259 -0.644 0.5 -0.2 -0.2
N 1.210 1.725 -1.079 0.5 -0.7 0.3
C 0.317 1.221 -2.017 -0.2 0.4 0.0
N -0.923 1.016 -1.897 0.0 -0.5 0.1
H -2.589 0.783 -0.716 -0.3 0.4 0.0
H -1.674 2.338 -0.495 -0.4 0.0 0.2
H -1.168 0.823 0.265 0.4 0.1 -0.1
H 1.048 1.512 -0.104 -0.4 0.3 0.0
H 2.183 1.544 -1.289 0.0 0.3 -0.2
H 0.744 1.101 -3.009 0.2 0.0 0.0
```
Forces are in eV/Å.

frontier orbital gap: 8.7 eV
multiplicity: 1
HOMO: -12.63 eV
relative energy (zero: lowest compared OMol25 entry of this formula, charge and spin): 38.9 kcal per mole
total charge: +1



No. 6
DFT (wB97M-V/def2-TZVPD) results for 2 unconnected molecules or ions with the total composition C4H13N4O in a non-equilibrium geometry.

The geometry in XYZ format:
```
22
Properties=species:S:1:pos:R:3:forces:R:3
C 0.396 1.799 3.571 -0.4 0.8 -0.4
C -0.031 1.625 2.157 1.8 -1.2 -0.9
O 0.578 0.789 1.450 -1.0 -0.1 0.5
N -0.958 2.407 1.608 -1.5 0.7 -0.5
H 0.528 0.843 4.058 0.3 -0.2 -0.1
H -0.378 2.340 4.091 0.1 0.4 0.4
H -1.513 2.087 0.828 0.7 -0.1 -0.3
H -1.223 3.342 1.876 0.1 -0.3 0.9
H 1.327 2.369 3.495 0.0 -0.2 0.5
C -0.987 -1.988 -3.081 -1.1 -0.5 0.7
C 0.561 -1.052 -1.393 0.7 -2.5 -0.3
N -0.400 -0.751 -0.555 -0.1 1.0 0.6
N 0.337 -1.838 -2.466 -1.0 0.8 -0.4
N 1.848 -0.822 -1.054 -0.2 0.7 0.4
H -1.369 -0.972 -0.701 0.1 0.0 -0.3
H -0.128 -0.219 0.304 -0.2 -0.1 -0.4
H 1.046 -2.012 -3.164 0.5 0.3 0.6
H 2.513 -1.564 -1.210 0.0 0.1 -0.3
H 1.968 -0.338 -0.173 0.1 0.0 0.0
H -1.777 -1.337 -2.684 0.7 0.5 0.0
H -1.444 -2.973 -2.811 0.8 0.3 -0.9
H -0.894 -1.735 -4.146 -0.3 -0.7 0.3
```
Forces are in eV/Å.

frontier orbital gap: 11.1 eV
multiplicity: 1
HOMO: -13.70 eV
relative energy (zero: lowest compared OMol25 entry of this formula, charge and spin): 20.8 kcal per mole
total charge: +1



No. 7
DFT (wB97M-V/def2-TZVPD) results for 2 unconnected molecules or ions with the total composition C4H13N5.

The geometry in XYZ format:
```
22
Properties=species:S:1:pos:R:3:forces:R:3
C 2.132 1.756 -1.134 -0.1 0.0 0.0
N 0.653 -0.215 -1.085 -0.4 0.0 0.2
C 0.836 1.069 -0.838 0.0 -0.3 0.1
N 1.704 -0.979 -1.626 0.1 0.1 0.0
N -0.180 1.710 -0.277 -0.1 -0.3 0.0
H -0.352 -0.603 -0.695 0.2 0.3 -0.1
H 1.331 -1.564 -2.366 0.0 0.1 0.1
H 2.081 -1.588 -0.905 -0.1 0.0 -0.1
H -0.068 2.671 -0.002 0.0 -0.1 0.0
H 2.924 1.340 -0.510 0.0 0.0 0.0
H 2.421 1.587 -2.170 0.0 0.0 0.0
H 2.051 2.826 -0.947 0.0 -0.1 0.0
C -0.664 -0.941 2.120 0.0 -0.1 -0.1
C -1.889 -1.052 1.233 -0.1 0.0 0.0
N -1.731 -0.452 0.006 0.2 -0.1 0.0
N -2.910 -1.667 1.720 0.1 0.1 0.0
H -1.025 1.054 -0.030 0.3 0.3 -0.1
H -2.571 -0.548 -0.559 0.0 -0.1 0.1
H -3.684 -1.669 1.053 0.1 0.0 0.0
H 0.192 -1.438 1.654 0.0 0.0 0.0
H -0.388 0.106 2.271 0.0 0.0 0.0
H -0.861 -1.403 3.084 0.0 0.0 0.0
```
Forces are in eV/Å.

frontier orbital gap: 8.2 eV
multiplicity: 1
HOMO: -7.64 eV
relative energy (zero: lowest compared OMol25 entry of this formula, charge and spin): 18.8 kcal per mole



No. 8
DFT (wB97M-V/def2-TZVPD) results for a molecular structure, C4H13N6 in a non-equilibrium geometry.

The geometry in XYZ format:
```
23
Properties=species:S:1:pos:R:3:forces:R:3
C -0.558 1.286 0.281 0.8 -0.4 -0.1
C 0.895 1.705 0.533 -0.3 -0.1 -0.2
C 1.527 0.438 0.082 5.4 -1.1 -0.5
C -1.715 2.143 0.562 -0.3 0.0 0.0
N -0.635 0.094 -0.188 -1.8 0.2 0.0
N 0.655 -0.421 -0.315 1.6 1.4 0.8
N 1.278 2.118 1.856 0.0 -0.1 0.1
N 3.448 0.020 -0.033 -5.0 0.2 0.3
N 0.780 -1.620 -0.813 0.1 -0.7 -0.4
N -1.502 -2.826 -1.254 -0.2 -0.3 -0.1
H 1.157 2.518 -0.161 -0.1 -0.2 0.0
H -2.641 1.631 0.322 -0.1 0.0 0.0
H -1.645 3.061 -0.023 0.0 0.0 0.0
H -1.720 2.434 1.613 0.0 0.0 0.0
H 0.975 1.467 2.571 0.0 0.1 0.0
H 0.960 3.051 2.084 0.0 0.0 0.0
H 3.636 0.347 -0.980 -0.1 0.3 0.0
H 3.791 0.715 0.622 -0.1 0.3 0.1
H -0.140 -2.179 -1.001 0.2 0.2 0.1
H 1.716 -1.998 -0.802 0.0 0.2 0.1
H -1.767 -2.720 -2.227 -0.1 0.0 0.0
H -2.197 -2.354 -0.686 0.0 0.0 0.0
H -1.524 -3.815 -1.031 -0.1 0.0 0.0
```
Forces are in eV/Å.

frontier orbital gap: 9.2 eV
multiplicity: 1
HOMO: -13.06 eV
relative energy (zero: lowest compared OMol25 entry of this formula, charge and spin): 80.4 kcal per mole
total charge: +1



No. 9
DFT (wB97M-V/def2-TZVPD) results for 2 unconnected molecules or ions with the total composition C4H13NO in a non-equilibrium geometry.

The geometry in XYZ format:
```
19
Properties=species:S:1:pos:R:3:forces:R:3
C -1.620 -0.950 -1.859 2.0 1.0 0.7
C -1.199 0.524 -1.719 0.7 0.6 -0.6
N 0.016 0.819 -0.891 -0.7 -1.2 0.1
C 0.289 -0.052 0.247 0.6 -0.3 -0.9
C -0.515 0.205 1.503 -0.8 0.8 0.0
H -2.559 -1.046 -2.384 -0.2 -0.2 0.2
H -0.807 -1.448 -2.389 -0.2 -0.3 -0.3
H -1.557 -1.345 -0.845 -1.0 -0.5 -0.2
H -2.066 1.125 -1.434 0.0 0.0 0.2
H -0.818 0.902 -2.672 -0.8 -0.1 -0.4
H -0.029 1.773 -0.594 0.0 0.5 0.1
H 0.202 -1.063 -0.163 -0.1 -0.1 0.5
H 1.370 0.049 0.420 -0.2 0.1 0.4
H -1.601 0.081 1.405 0.2 -0.3 -0.4
H -0.433 1.281 1.708 0.3 -0.2 0.4
H -0.235 -0.379 2.373 0.4 0.0 0.1
O 4.111 -0.050 2.636 1.0 0.2 0.1
H 4.249 -0.357 1.728 -0.7 0.1 0.5
H 3.203 -0.070 2.930 -0.3 -0.2 -0.6
```
Forces are in eV/Å.

frontier orbital gap: 9.5 eV
multiplicity: 1
HOMO: -8.68 eV
relative energy (zero: lowest compared OMol25 entry of this formula, charge and spin): 25.0 kcal per mole
structure (SMILES): CCNCC.O



No. 10
DFT (wB97M-V/def2-TZVPD) results for 2 unconnected molecules or ions with the total composition C4H13NO.

The geometry in XYZ format:
```
19
Properties=species:S:1:pos:R:3:forces:R:3
C 2.097 -0.160 0.112 0.0 -0.7 -0.2
C 0.758 -0.364 0.807 -0.3 0.6 -0.2
C -0.415 -0.224 -0.178 0.6 0.3 0.1
C 0.576 0.654 1.941 0.0 -0.5 0.7
N 1.488 0.502 3.110 -0.2 -0.7 -0.3
H 2.117 0.810 -0.383 0.2 0.1 0.1
H 2.913 -0.260 0.821 0.2 0.4 0.1
H 2.306 -0.936 -0.638 -0.3 0.2 0.0
H 0.707 -1.350 1.257 0.1 -0.4 0.1
H -0.535 0.828 -0.461 -0.2 0.0 0.2
H -1.331 -0.616 0.261 -0.1 0.1 -0.1
H -0.197 -0.729 -1.114 -0.1 -0.4 -0.1
H 0.685 1.665 1.563 0.0 0.2 -0.3
H -0.452 0.557 2.314 0.1 0.2 -0.1
H 2.252 -0.130 2.872 0.0 0.4 -0.1
H 0.999 -0.028 3.823 -0.1 0.2 0.1
O -4.993 0.009 -5.199 -0.1 -0.4 -0.3
H -4.147 0.422 -5.012 0.1 0.0 -0.1
H -4.828 -0.649 -5.895 0.0 0.4 0.4
```
Forces are in eV/Å.

frontier orbital gap: 10.2 eV
multiplicity: 1
HOMO: -9.38 eV
relative energy (zero: lowest compared OMol25 entry of this formula, charge and spin): 8.2 kcal per mole
structure (SMILES): CC(C)CN.O



No. 11
DFT (wB97M-V/def2-TZVPD) results for 2 unconnected molecules or ions with the total composition C4H13NO in a non-equilibrium geometry.

The geometry in XYZ format:
```
19
Properties=species:S:1:pos:R:3:forces:R:3
C 0.878 1.136 -0.477 0.7 -1.8 -1.5
C 0.502 -0.333 -0.748 -0.9 -0.9 0.0
C -0.641 -0.909 0.139 -0.1 1.0 0.7
C -1.731 0.069 0.582 -0.9 0.6 -0.7
N -2.530 0.554 -0.574 0.2 -0.2 0.3
H 1.712 1.344 -1.162 -0.1 0.3 0.2
H 0.055 1.802 -0.775 0.4 0.0 1.0
H 1.308 1.084 0.514 -0.5 1.1 0.5
H 1.314 -1.041 -0.560 0.3 0.5 0.0
H 0.270 -0.541 -1.791 -0.3 0.5 -0.2
H -0.193 -1.319 1.052 0.0 -0.1 -0.1
H -1.175 -1.695 -0.384 0.2 -0.3 -0.1
H -2.492 -0.406 1.189 0.1 -0.7 0.2
H -1.460 0.919 1.220 0.9 -0.1 -0.1
H -3.342 1.011 -0.175 -0.1 0.1 -0.3
H -2.029 1.250 -1.113 0.0 0.0 0.0
O 3.097 -1.314 1.179 -0.1 -0.4 0.3
H 3.307 -0.501 1.635 0.1 0.3 0.1
H 3.149 -1.111 0.248 0.1 0.1 -0.3
```
Forces are in eV/Å.

frontier orbital gap: 10.1 eV
multiplicity: 1
HOMO: -9.27 eV
relative energy (zero: lowest compared OMol25 entry of this formula, charge and spin): 18.5 kcal per mole
structure (SMILES): CCCCN.O



No. 12
DFT (wB97M-V/def2-TZVPD) results for 2 unconnected molecules or ions with the total composition C4H13NO in a non-equilibrium geometry.

The geometry in XYZ format:
```
19
Properties=species:S:1:pos:R:3:forces:R:3
C -2.170 -0.703 -1.182 -0.9 1.6 1.5
C -0.645 -0.780 -1.110 -1.5 2.7 -2.8
N -0.211 -0.222 0.163 0.2 -2.5 0.7
C 1.243 -0.381 0.384 -0.7 -0.1 -0.8
C 1.650 -0.018 1.802 -0.8 1.6 0.1
H -2.649 -1.571 -0.733 -0.1 -0.2 -0.3
H -2.492 0.147 -0.547 0.3 -0.3 0.2
H -2.670 -0.365 -2.089 0.5 -0.8 -0.6
H -0.306 0.003 -1.824 0.1 -0.6 0.0
H -0.466 -1.730 -1.635 1.3 -0.4 1.3
H -0.713 -0.790 0.846 0.3 0.3 0.5
H 1.618 -1.369 0.066 -0.2 0.0 0.4
H 1.649 0.276 -0.391 0.5 0.2 0.3
H 2.192 0.932 1.775 1.1 -0.7 0.1
H 2.052 -0.838 2.377 0.7 0.1 0.0
H 0.837 0.400 2.418 -0.6 -0.7 -0.4
O 0.228 2.655 -0.248 -0.7 1.0 0.0
H -0.249 2.036 0.316 0.3 -0.4 -0.2
H 1.102 2.318 -0.388 0.5 -0.4 0.1
```
Forces are in eV/Å.

frontier orbital gap: 10.5 eV
multiplicity: 1
HOMO: -9.56 eV
relative energy (zero: lowest compared OMol25 entry of this formula, charge and spin): 32.4 kcal per mole
structure (SMILES): CCNCC.O



- multiplicity of number 11 (C4H13NO)?
  1



- What is the multiplicity in the fifth record?
  1